{
  "formula": "C32H57IrN4OP2",
  "method": "ωB97M-V/def2-TZVPD",
  "symbols": ["C", "C", "C", "C", "C", "H", "H", "H", "N", "P", "P", "C", "H", "H", "C", "H", "C", "C", "C", "C", "C", "H", "H", "H", "C", "H", "H", "H", "C", "H", "H", "H", "C", "H", "H", "H", "C", "H", "H", "H", "C", "H", "H", "H", "C", "H", "H", "H", "C", "H", "H", "H", "C", "H", "H", "H", "C", "H", "H", "H", "C", "H", "H", "H", "C", "H", "H", "H", "Ir", "C", "O", "N", "C", "C", "C", "C", "C", "H", "H", "H", "H", "H", "H", "H", "H", "H", "C", "N", "C", "C", "N", "H", "H", "H", "H", "H", "H"],
  "coordinates": [[-0.11154, 2.90969, 0.85936], [-0.70039, 2.50735, -1.37121], [-0.09130, 4.28578, 0.61441], [-0.40351, 3.86058, -1.69159], [-0.15817, 4.75540, -0.69484], [0.03983, 4.89428, 1.49831], [-0.43604, 4.11184, -2.74500], [-0.10319, 5.82507, -0.85660], [-0.41645, 2.05449, -0.10102], [0.79948, 0.58763, 2.23949], [-1.67135, -0.11000, -1.69864], [0.17224, 2.31743, 2.25312], [0.89864, 2.97084, 2.75400], [-0.78483, 2.35484, 2.80297], [-1.33464, 1.59132, -2.25995], [-1.07258, 1.79730, -3.31124], [-1.14183, -1.71145, -2.70195], [-3.51637, 0.32472, -1.99547], [2.69279, 0.88397, 2.08918], [0.49848, -0.03442, 4.00646], [-0.12010, -2.61558, -1.99011], [-0.46007, -2.93248, -0.99844], [0.03534, -3.51833, -2.60683], [0.84987, -2.12600, -1.89014], [-2.33169, -2.63482, -2.98826], [-2.80091, -2.96180, -2.05175], [-3.08408, -2.19703, -3.65114], [-1.94806, -3.54041, -3.48525], [-0.48533, -1.20992, -3.98409], [-0.20806, -2.05842, -4.63176], [-1.13050, -0.53876, -4.56609], [0.44374, -0.68813, -3.73372], [-4.41893, -0.76104, -1.42092], [-4.10194, -1.08190, -0.41763], [-5.43203, -0.33712, -1.33016], [-4.47982, -1.64410, -2.06631], [-3.86514, 1.67319, -1.32587], [-3.56739, 1.68194, -0.27310], [-3.37562, 2.51248, -1.83527], [-4.94852, 1.85003, -1.39536], [-3.69472, 0.50292, -3.50785], [-3.02701, 1.29447, -3.86623], [-3.49532, -0.40296, -4.09159], [-4.72778, 0.82895, -3.70640], [1.29408, -1.34147, 4.16655], [1.00331, -1.83286, 5.10948], [1.07305, -2.03162, 3.33844], [2.37691, -1.17379, 4.21380], [-0.98942, -0.37345, 4.18950], [-1.64155, 0.49474, 4.02659], [-1.29433, -1.19319, 3.52286], [-1.14572, -0.71063, 5.22999], [0.85565, 0.95814, 5.13036], [0.38296, 1.93809, 4.98499], [0.47697, 0.54229, 6.07864], [1.93029, 1.10063, 5.27378], [2.93287, 1.95341, 1.01350], [2.64210, 2.95155, 1.37267], [4.00523, 2.00369, 0.76229], [2.38512, 1.71898, 0.09577], [3.37269, -0.43663, 1.71283], [3.06819, -0.77867, 0.71983], [4.46481, -0.27614, 1.72045], [3.14970, -1.21452, 2.45234], [3.39731, 1.36933, 3.36967], [2.96846, 2.29482, 3.77599], [3.43870, 0.59522, 4.14715], [4.44668, 1.58577, 3.10307], [-0.56590, -0.08417, 0.36971], [-2.16976, 0.15903, 1.23317], [-3.16254, 0.21699, 1.84732], [1.66200, -0.29067, -1.10171], [2.61554, -0.07646, -1.76999], [3.15531, 0.58820, -3.01646], [2.04644, 1.24064, -3.91438], [3.97603, 1.80180, -2.52571], [3.89804, -0.49046, -3.83860], [1.34134, 0.52007, -4.34439], [1.45158, 1.98481, -3.35139], [2.54388, 1.75079, -4.76889], [4.63356, 1.63977, -1.65732], [4.55627, 2.30671, -3.31788], [3.24032, 2.55269, -2.19532], [4.03442, -0.19432, -4.89655], [4.87748, -0.76857, -3.42800], [3.32429, -1.43368, -3.87844], [-1.41200, -5.14371, 1.78810], [-1.52870, -3.81398, 2.38019], [-2.35334, -3.68486, 3.59687], [-1.08774, -2.76799, 1.74820], [-0.58706, -1.98078, 0.99845], [-1.87807, -5.85128, 2.47258], [-0.36107, -5.41887, 1.64122], [-1.92875, -5.18796, 0.82087], [-1.74948, -3.37070, 4.46473], [-3.16347, -2.95076, 3.45214], [-2.78785, -4.66780, 3.80544]],
  "lowdin_charge": [-0.3090, -0.3191, 0.0362, 0.0302, 0.0153, 0.1382, 0.1388, 0.1426, -0.0538, 1.0463, 1.0519, -0.2485, 0.1002, 0.1093, -0.1733, 0.1079, -0.6134, -0.6534, -0.6395, -0.6451, -0.1149, 0.0394, 0.1132, 0.0374, -0.0752, 0.0856, 0.0757, 0.1132, -0.0773, 0.1232, 0.0935, 0.0350, -0.0766, 0.0693, 0.1081, 0.0729, -0.0632, 0.0645, 0.0868, 0.1168, -0.0596, 0.0758, 0.0733, 0.1217, -0.0780, 0.1121, 0.0705, 0.0725, -0.0999, 0.0838, 0.0265, 0.1134, -0.0527, 0.0932, 0.1122, 0.0687, -0.0902, 0.0900, 0.1079, 0.0369, -0.0865, 0.0426, 0.1126, 0.0631, -0.0707, 0.0923, 0.0779, 0.1150, 1.1597, -0.3583, 0.1676, 0.1226, -0.0592, -0.5285, -0.0321, -0.0423, -0.0264, 0.0540, 0.0711, 0.1216, 0.0899, 0.1135, 0.0784, 0.1070, 0.1000, 0.0900, 0.0290, -0.1135, 0.0231, -0.1657, 0.0065, 0.1080, 0.1199, 0.1161, 0.1091, 0.1154, 0.1096],
  "homo_energy_ev": [-14.63, -17.99],
  "de_lowest_kj_mol": 58.1,
  "gap_ev": [6.508, 5.308],
  "charge": 3,
  "spin_multiplicity": 6,
  "total_energy_ha": -2333.6182
}